Entry 1:
Computed, not measured: an isolated molecule of CH3IN2O, with ωB97M-V/def2-TZVPD.

Summary:
SMILES: O=CNNI
frontier orbital gap: 0.321 Ha

Element x y z (Å)
C: -0.005591 1.028195 -0.185341
N: 0.204168 -0.310920 -0.062631
N: 0.276581 -0.849788 1.245310
O: 0.053323 1.743514 0.780032
I: 2.301985 -1.064952 1.972001
H: -0.388857 1.492558 -1.126895
H: 0.376545 -1.047099 -0.631020
H: 0.149826 0.040733 1.783388

Cartesian forces, eV/Å:
-0.61 0.48 -0.93
-0.24 0.91 3.14
0.55 1.87 0.44
0.13 0.47 0.97
-0.14 -0.11 -0.34
0.65 -1.05 -0.01
0.20 -1.73 -3.25
-0.54 -0.83 -0.02

Entry 2:
Computed, not measured: a cluster of 2 separate species, CH3INOP in total, with ωB97M-V/def2-TZVPD.

Summary:
frontier orbital gap (spin up / spin down): 0.269 / 0.269 Ha

Element x y z (Å)
C: -1.170778 0.332280 0.024368
N: 0.331267 -1.105984 -0.232548
O: -0.701399 1.391124 0.073991
P: 1.641161 -0.074453 -0.217997
I: -3.187228 -0.193447 -0.139768
H: 0.525745 -1.868643 0.557212
H: 1.460464 0.744322 1.021312
H: 1.100771 0.774804 -1.086568

Cartesian forces, eV/Å:
1.89 -1.68 0.00
-1.41 -0.60 2.17
-0.77 -0.03 0.09
1.51 -0.80 1.97
0.05 -0.19 0.02
-1.26 2.13 -1.86
0.22 -0.46 -1.17
-0.24 1.63 -1.23

Number 1: DFT total energy -14212.069 eV. Number 2: DFT total energy -22009.292 eV.